# 1
The following is a quantum chemistry calculation of a gas-phase ion, C8H13N2 (charge +1), from the Open Molecules 2025 dataset.

Output
total energy: -421.6871 a.u.
charge: +1
lowest unoccupied orbital energy (spin up / spin down): -0.212 / -0.237 Ha
HOMO-LUMO gap (spin up / spin down): 6.87 / 6.04 eV
energy relative to the best compared isomer or geometry (same formula, charge and spin): 156.7 kcal/mol

XYZ file:
```
23
Properties=species:S:1:pos:R:3:forces:R:3
C -1.535 0.998 1.070 3.16 -0.42 -0.71
C 0.169 0.012 -0.095 2.54 1.83 -0.84
C 1.203 -0.510 -0.745 -1.61 -0.69 1.32
C -0.973 -0.380 0.810 -0.37 -1.14 -1.00
C 2.160 -1.005 -1.673 2.10 0.21 1.37
C -0.609 -1.263 2.037 -0.91 3.10 0.54
C -2.032 -1.045 -0.107 -0.92 3.29 0.66
C 1.298 2.290 -0.702 -0.18 -0.98 1.31
N -0.825 1.926 0.557 -2.63 1.64 1.78
N 0.151 1.446 -0.112 3.81 -0.75 -2.70
H -2.459 1.189 1.425 -2.78 0.54 1.47
H 1.951 -0.714 -2.647 -0.73 0.36 -2.06
H 2.249 -2.125 -1.658 0.09 0.86 0.37
H 3.184 -0.504 -1.458 -1.29 -1.20 0.07
H -0.245 -2.203 1.733 0.54 -1.08 -0.17
H -1.573 -1.344 2.592 0.86 -0.25 -0.20
H 0.098 -0.645 2.653 -0.44 -1.08 -0.34
H -2.664 -1.609 0.482 -1.54 -1.11 1.36
H -1.692 -1.669 -0.841 1.28 -1.43 -1.95
H -2.645 -0.210 -0.547 0.49 -1.07 -0.01
H 1.200 3.406 -0.622 0.02 -1.32 1.06
H 2.257 1.771 -0.404 -0.89 1.31 0.46
H 1.332 2.187 -1.745 -0.61 -0.63 -1.80
```
Positions in Å, forces in eV/Å.


# 2
The following is a quantum chemistry calculation of a single C5H14N2O molecule, from the Open Molecules 2025 dataset.

Output
total energy: -383.6299 a.u.
lowest unoccupied orbital energy: 0.035 Ha
HOMO-LUMO gap: 9.50 eV
energy relative to the best compared isomer or geometry (same formula, charge and spin): 44.4 kcal/mol

XYZ file:
```
22
Properties=species:S:1:pos:R:3:forces:R:3
N 0.902 -2.416 1.220 -0.21 -0.11 0.33
C 0.324 -1.463 0.281 -0.12 -0.40 -0.45
C -1.123 -1.815 -0.053 -0.04 -0.64 -0.24
O -1.205 -3.068 -0.752 0.14 0.02 0.11
C 0.466 -0.026 0.714 0.18 0.67 0.08
N 0.450 0.839 -0.446 -0.45 -0.34 -0.09
C 0.677 2.258 -0.269 0.62 -0.25 -1.15
C -0.503 3.110 -0.713 -0.27 0.22 1.59
H 0.558 -3.335 0.944 0.20 0.05 0.09
H 0.520 -2.255 2.151 0.07 0.02 -0.07
H 0.910 -1.600 -0.638 -0.02 0.19 -0.10
H -1.633 -2.010 0.889 -0.22 0.19 0.05
H -1.662 -1.056 -0.622 0.18 0.29 0.08
H -0.715 -3.007 -1.581 -0.10 0.12 0.12
H -0.368 0.285 1.340 -0.34 -0.18 0.27
H 1.352 0.107 1.352 0.22 -0.17 -0.20
H 0.881 0.431 -1.258 0.31 0.08 0.08
H 1.058 2.437 0.735 -0.39 0.26 0.25
H 1.505 2.554 -0.931 0.06 -0.05 0.21
H -0.706 2.977 -1.764 -0.09 -0.02 -0.27
H -1.406 2.906 -0.117 0.15 -0.28 -0.33
H -0.282 4.148 -0.482 0.11 0.32 -0.35
```
Positions in Å, forces in eV/Å.


# 3
The following is a quantum chemistry calculation of a gas-phase ion, C10H9ClNO (charge +1), from the Open Molecules 2025 dataset.

Output
total energy: -976.1992 a.u.
charge: +1
lowest unoccupied orbital energy (spin up / spin down): -0.217 / -0.217 Ha
HOMO-LUMO gap (spin up / spin down): 4.98 / 4.98 eV
energy relative to the best compared isomer or geometry (same formula, charge and spin): 81.8 kcal/mol

XYZ file:
```
22
Properties=species:S:1:pos:R:3:forces:R:3
C 2.601 3.262 0.172 -0.28 -0.92 -1.86
C -0.753 1.977 0.408 2.23 0.02 -1.24
C -2.120 1.910 0.437 -0.78 0.77 1.15
C -2.091 -0.292 -0.362 3.92 1.48 1.00
C 0.106 0.881 -0.073 -2.75 0.93 1.29
C -0.649 -0.305 -0.378 0.06 2.23 0.58
C -2.802 0.757 0.109 -0.36 -0.38 -1.07
C 0.134 -1.532 -0.704 -1.02 -1.89 -4.29
C 1.550 1.065 0.001 -2.22 -1.47 -0.66
C -0.412 -2.549 0.158 -1.55 0.34 2.73
N 2.117 2.194 0.090 0.30 1.81 0.90
O 0.234 -3.112 1.144 -2.50 -0.24 -1.45
Cl -4.539 0.660 0.056 0.43 0.22 0.23
H 2.645 4.043 0.848 0.40 1.20 1.33
H -0.159 2.901 0.640 -1.21 -0.80 0.05
H -2.816 2.656 0.824 0.85 0.54 -0.09
H -2.534 -1.112 -0.715 -2.05 -3.12 -1.27
H 0.081 -1.838 -1.867 -0.31 0.48 2.29
H 1.154 -1.475 -0.550 2.16 0.55 0.44
H 2.128 0.249 0.248 1.38 -1.64 0.24
H -1.589 -2.561 0.248 2.55 -0.69 0.06
H 1.165 -3.340 1.068 0.76 0.60 -0.37
```
Positions in Å, forces in eV/Å.


# 4
The following is a quantum chemistry calculation of a single C20H21N5O3S2 molecule, from the Open Molecules 2025 dataset.

Output
total energy: -2070.6115 a.u.
lowest unoccupied orbital energy: 0.024 Ha
HOMO-LUMO gap: 8.53 eV
energy relative to the best compared isomer or geometry (same formula, charge and spin): 3.4 kcal/mol

XYZ file:
```
51
Properties=species:S:1:pos:R:3:forces:R:3
C 6.214 0.632 1.510 0.01 -0.07 0.13
H 5.585 -0.051 2.095 0.04 0.00 -0.01
O 5.570 1.031 0.328 -0.07 0.11 -0.37
C 4.363 1.724 0.566 -0.12 0.23 -0.06
C 3.777 2.182 -0.765 0.15 -0.37 0.28
H 3.012 2.934 -0.569 0.05 0.04 0.00
H 4.572 2.639 -1.354 0.00 0.10 -0.02
C 3.164 1.043 -1.586 0.49 0.41 -0.17
N 2.046 0.437 -0.912 -0.70 -0.28 0.34
C 1.896 -0.786 -0.297 -0.39 0.14 0.06
N 0.688 -0.877 0.203 0.54 -0.78 0.37
N 0.023 0.255 -0.062 -0.18 0.71 -0.55
C 0.834 1.033 -0.726 -0.14 -0.07 -0.03
S 0.417 2.616 -1.300 -0.08 0.43 -0.21
C -1.222 2.688 -0.518 0.51 -0.27 -0.38
C -1.068 2.366 0.948 -0.10 0.22 0.13
O -0.196 2.824 1.646 -0.01 0.08 0.06
N -2.017 1.537 1.509 -0.06 0.12 0.88
C -2.990 0.788 0.922 -0.63 -0.69 0.09
N -3.481 0.936 -0.250 0.40 0.62 -0.14
C -4.460 0.020 -0.517 -0.44 -0.73 0.39
C -5.175 -0.079 -1.705 0.07 0.02 0.09
C -6.146 -1.052 -1.819 -0.03 0.00 -0.06
C -6.415 -1.926 -0.769 -0.06 -0.10 0.04
C -5.716 -1.845 0.421 -0.01 -0.03 0.05
C -4.740 -0.873 0.540 0.11 0.27 -0.21
S -3.703 -0.520 1.893 0.13 0.24 -0.36
H -5.920 -2.521 1.237 -0.07 -0.10 0.06
H -7.180 -2.678 -0.883 -0.06 -0.07 -0.01
H -6.708 -1.139 -2.736 -0.05 -0.01 -0.08
H -4.959 0.603 -2.512 0.02 0.08 -0.10
H -1.805 1.294 2.471 0.07 0.16 -0.21
H -1.566 3.715 -0.641 -0.02 -0.03 0.03
H -1.898 1.995 -1.015 0.13 0.27 0.09
C 2.855 -1.860 -0.233 0.12 -0.94 0.03
C 2.524 -3.186 -0.054 -0.50 0.92 -0.18
O 3.638 -3.938 -0.043 -0.13 -0.36 0.12
C 4.690 -3.112 -0.197 0.34 0.73 -0.14
C 4.280 -1.825 -0.323 0.24 -0.54 0.07
H 4.915 -0.970 -0.423 0.18 0.18 -0.01
H 5.666 -3.555 -0.202 0.09 -0.15 0.01
C 1.210 -3.853 0.108 0.23 -0.15 -0.06
H 1.130 -4.288 1.103 -0.07 -0.03 0.09
H 1.100 -4.655 -0.621 -0.02 -0.08 -0.04
H 0.423 -3.116 -0.015 0.00 -0.09 0.01
H 2.802 1.450 -2.537 0.11 -0.17 0.02
H 3.907 0.273 -1.790 -0.12 0.07 -0.10
H 4.560 2.601 1.200 -0.04 -0.10 -0.03
H 3.653 1.076 1.104 0.04 0.07 0.00
H 7.127 0.121 1.212 0.02 -0.01 0.10
H 6.466 1.499 2.134 0.01 -0.03 -0.01
```
Positions in Å, forces in eV/Å.